{
  "formula": "C40H47N4O10Ru",
  "method": "the ωB97M-V functional and the def2-TZVPD basis",
  "species": ["Ru", "O", "O", "O", "O", "O", "O", "O", "O", "O", "O", "N", "N", "N", "N", "C", "C", "C", "C", "C", "C", "C", "C", "C", "C", "C", "C", "C", "C", "C", "C", "C", "C", "C", "C", "C", "C", "C", "C", "C", "C", "C", "C", "C", "C", "C", "C", "C", "C", "C", "C", "C", "C", "C", "C", "H", "H", "H", "H", "H", "H", "H", "H", "H", "H", "H", "H", "H", "H", "H", "H", "H", "H", "H", "H", "H", "H", "H", "H", "H", "H", "H", "H", "H", "H", "H", "H", "H", "H", "H", "H", "H", "H", "H", "H", "H", "H", "H", "H", "H", "H", "H"],
  "xyz": [[0.64, 0.13, 0.10], [-2.42, 3.44, 3.64], [2.35, 1.05, -0.54], [0.46, -0.49, -1.75], [6.56, 2.92, -2.25], [0.60, -1.29, 2.47], [0.12, 2.58, 3.25], [8.45, 2.06, -1.67], [2.36, -0.96, 0.21], [-4.32, 3.21, 2.52], [1.04, 1.19, 1.75], [-0.92, 1.45, 0.10], [7.24, 2.06, -1.73], [-0.79, -1.27, 0.27], [-2.10, 1.51, -0.53], [1.96, -1.81, -4.05], [-5.71, -1.14, 1.72], [-5.42, -0.49, 4.10], [0.38, -0.23, 5.32], [-1.09, 2.02, 1.30], [-1.27, -1.50, 3.96], [0.10, 1.96, 2.21], [-0.40, -1.55, 5.21], [0.05, -0.32, -4.73], [-1.83, -6.24, -2.64], [-3.13, 3.08, 2.59], [-4.97, -1.49, 3.02], [5.21, -1.03, 0.32], [-5.35, -2.91, 3.44], [-2.40, 2.47, 1.43], [-2.64, -1.51, 3.99], [0.21, -2.63, -5.61], [4.50, 0.01, -0.27], [-0.63, -1.40, 2.66], [-1.25, -1.72, 6.47], [-3.01, 2.14, 0.23], [6.60, -1.04, 0.25], [-0.27, -1.57, -1.95], [7.27, -0.02, -0.42], [0.57, -2.74, 5.11], [-2.86, -1.36, 1.58], [6.53, 0.99, -1.01], [-1.92, -3.82, -2.10], [-3.46, -1.44, 2.85], [-3.55, -5.43, -1.03], [-1.16, -3.35, -3.21], [-0.34, -2.24, -3.19], [0.46, -1.76, -4.39], [-3.76, -4.85, -3.44], [-1.49, -1.38, 1.49], [3.04, 0.03, -0.20], [-1.85, -3.16, -0.90], [-1.01, -2.02, -0.82], [-2.77, -5.08, -2.29], [5.15, 1.04, -0.95], [-2.18, 1.19, -1.48], [-3.46, -1.31, 0.68], [1.06, -0.09, 4.48], [4.68, -1.81, 0.84], [-0.84, -2.64, -5.91], [-0.30, 0.62, 5.37], [-4.17, -6.31, -1.23], [-2.42, -7.16, -2.77], [-1.46, 3.23, 3.56], [-6.43, -2.97, 3.61], [-2.90, -5.67, -0.20], [2.27, -2.83, -3.83], [-5.06, -0.78, 5.09], [-4.43, -4.02, -3.22], [-1.24, -3.91, -4.13], [-4.23, -4.63, -0.73], [-1.85, -2.63, 6.44], [-4.85, -3.20, 4.37], [8.34, 0.00, -0.49], [4.61, 1.85, -1.41], [-5.08, -3.64, 2.67], [2.54, -1.46, -4.90], [7.16, -1.83, 0.72], [0.54, -3.66, -5.46], [0.02, -3.68, 5.05], [-5.07, 0.52, 3.89], [-0.58, -1.78, 7.33], [-1.02, -0.27, -4.95], [-1.29, -6.07, -3.57], [-2.38, -3.49, -0.03], [0.59, 0.00, -5.62], [-5.51, -1.86, 0.93], [1.18, -2.77, 6.01], [0.97, -0.24, 6.23], [0.79, -2.24, -6.45], [0.28, 0.38, -3.93], [-1.11, -6.42, -1.85], [1.23, -2.65, 4.25], [-1.91, -0.87, 6.64], [-6.78, -1.16, 1.90], [-5.46, -0.14, 1.37], [2.20, -1.18, -3.19], [-4.36, -5.74, -3.58], [-3.26, -4.64, -4.38], [-6.50, -0.47, 4.14], [-3.13, -1.58, 4.95], [-4.01, 2.32, -0.10]],
  "mulliken_spin": [1.66, 0.00, 0.06, 0.13, 0.00, 0.43, 0.03, 0.00, 0.01, 0.00, 0.05, -0.03, 0.00, 0.35, 0.00, 0.00, 0.01, 0.03, 0.02, 0.00, 0.09, 0.02, 0.03, 0.00, 0.01, 0.00, 0.05, 0.00, 0.03, -0.01, -0.01, 0.00, 0.01, 0.22, 0.00, 0.03, 0.00, 0.30, 0.00, 0.02, 0.09, 0.00, 0.07, -0.01, 0.00, 0.15, -0.01, 0.01, 0.01, 0.02, 0.00, 0.03, 0.06, 0.00, 0.00, 0.00, -0.01, 0.00, 0.00, 0.00, 0.00, 0.00, 0.00, 0.00, 0.00, 0.00, 0.00, 0.00, 0.00, 0.01, 0.00, 0.00, 0.00, 0.00, 0.00, 0.00, 0.00, 0.00, 0.00, 0.00, 0.00, 0.00, 0.00, 0.00, 0.01, 0.00, 0.00, 0.00, 0.00, 0.00, 0.00, 0.00, 0.00, 0.00, 0.00, 0.00, 0.00, 0.00, 0.00, 0.00, 0.00, 0.00],
  "e_lumo_ha": [-0.137, -0.220],
  "molar_mass_g_mol": 844.9,
  "spin_multiplicity": 5,
  "charge": 1,
  "gap_ev": [7.1, 5.9]
}